# 1
Computed, not measured: a structure of composition C35H45CuN3O3S, with the ωB97M-V functional and the def2-TZVPD basis.

Last column: Mulliken charge in e.
Positions of all 88 atoms, in Å:
Cu1 0.0416 -0.3576 -0.1159  0.171
C1 -3.5750 0.5217 3.6947  -1.733
C2 -2.6065 -0.4975 3.0885  1.112
C3 -2.0693 -1.4244 4.1787  -1.549
C4 -3.2665 -1.2424 1.9435  1.123
C5 -4.1513 -2.2791 2.2206  -0.482
C6 -4.7820 -2.9787 1.2056  -1.436
C7 -4.5323 -2.6172 -0.1093  -1.111
C8 -3.6697 -1.5742 -0.4344  0.894
C9 -3.5309 -1.2082 -1.9043  0.354
C10 -2.1163 -1.3324 -2.4681  -1.013
C11 -4.1224 0.1705 -2.2040  -1.490
C12 -3.0190 -0.8770 0.6022  -0.985
N1 -2.0405 0.0848 0.3125  1.556
C13 -2.3200 1.3744 0.4426  -0.297
O1 -3.4068 1.9226 0.6894  -0.830
C14 -1.0846 2.2706 0.3358  0.380
C15 -1.0839 3.5943 0.7519  -0.912
C16 0.1365 4.2551 0.8200  -0.385
C17 1.3170 3.5770 0.5381  -0.819
C18 1.2261 2.2542 0.1334  0.350
N2 0.0419 1.6792 -0.0319  0.109
C19 2.4452 1.3363 0.0221  -0.065
O2 3.5721 1.8548 -0.0198  -0.821
N3 2.1126 0.0538 0.0748  0.806
C20 3.1006 -0.9345 0.1248  -0.624
C21 3.8102 -1.1838 1.3136  1.304
C22 4.7076 -2.2452 1.3597  -0.301
C23 4.9093 -3.0659 0.2618  -1.771
C24 4.1951 -2.8241 -0.9038  -0.523
C25 3.2894 -1.7736 -0.9888  0.758
C26 2.5418 -1.4847 -2.2728  1.817
C27 3.3510 -0.5097 -3.1308  -1.666
C28 2.1555 -2.7354 -3.0546  -1.817
C29 3.5997 -0.3212 2.5406  0.912
C30 4.8451 0.5092 2.8457  -1.672
C31 3.1724 -1.1523 3.7506  -1.463
H1 -3.0807 1.1013 4.4785  0.438
H2 -4.4295 0.0069 4.1450  0.338
H3 -3.9415 1.2033 2.9297  0.382
H4 -1.7574 0.0449 2.6678  -0.063
H5 -2.8750 -1.9434 4.7038  0.336
H6 -1.5183 -0.8455 4.9226  0.479
H7 -1.3901 -2.1750 3.7719  0.189
H8 -4.3491 -2.5456 3.2530  0.258
H9 -5.4646 -3.7881 1.4334  0.353
H10 -5.0288 -3.1463 -0.9162  0.337
H11 -4.1479 -1.9428 -2.4364  0.517
H12 -1.4482 -0.5967 -2.0199  -0.083
H13 -2.1368 -1.1600 -3.5478  0.591
H14 -1.6907 -2.3191 -2.2817  0.120
H15 -3.5459 0.9622 -1.7303  0.203
H16 -5.1445 0.2495 -1.8308  0.356
H17 -4.1315 0.3452 -3.2830  0.478
H18 -2.0201 4.0529 1.0352  0.491
H19 0.1723 5.2890 1.1430  0.400
H20 2.2944 4.0245 0.6485  0.492
H21 5.2610 -2.4316 2.2740  0.310
H22 5.6127 -3.8880 0.3131  0.336
H23 4.3463 -3.4659 -1.7631  0.274
H24 1.6185 -0.9744 -1.9864  -0.844
H25 4.3004 -0.9607 -3.4338  0.307
H26 3.5756 0.3990 -2.5709  0.381
H27 2.8002 -0.2382 -4.0344  0.410
H28 3.0295 -3.2604 -3.4480  0.434
H29 1.5315 -2.4634 -3.9086  0.415
H30 1.5862 -3.4207 -2.4261  0.197
H31 2.7850 0.3658 2.3128  -0.004
H32 5.6993 -0.1372 3.0682  0.320
H33 4.6761 1.1519 3.7133  0.432
H34 5.0936 1.1353 1.9900  0.382
H35 3.9501 -1.8594 4.0499  0.279
H36 2.2653 -1.7211 3.5340  0.187
H37 2.9660 -0.5051 4.6058  0.472
O3 0.0179 -2.4891 -0.3790  -0.791
S1 -0.0263 -2.9188 1.0755  0.899
C32 -1.2288 -4.2844 1.0922  -0.393
C33 -0.4604 -5.6096 1.1333  -0.798
C34 0.9372 -5.3322 0.5806  -0.521
C35 1.3721 -4.0417 1.2591  0.524
H38 -1.7676 -4.1260 0.1570  0.155
H39 -1.9324 -4.1360 1.9085  0.328
H40 -0.9887 -6.3841 0.5763  0.379
H41 -0.3756 -5.9529 2.1679  0.301
H42 0.8988 -5.1692 -0.4984  0.081
H43 1.6349 -6.1482 0.7731  0.526
H44 2.2337 -3.5376 0.8228  -0.991
H45 1.5397 -4.1782 2.3311  0.522

Cartesian forces (eV/Å) of the 3 atoms listed first:
-0.1 -0.1 0.1
0.0 0.0 0.0
0.0 0.0 0.0

Properties
HOMO energy: -3.6 eV
spin multiplicity: 1
molar mass: 651.38 Da
energy relative to the best compared isomer or geometry (same formula, charge and spin): 0.000 eV
net charge: -1

***

# 2
Computed, not measured: a structure of composition C35H46BrGeNOPdSi at a distorted geometry, with the ωB97M-V functional and the def2-TZVPD basis.

Last column: Mulliken charge in e.
Positions of all 87 atoms, in Å:
Pd1 -0.1361 0.3953 -0.3286  -0.023
O1 -3.6091 5.6264 -1.0897  -0.473
C1 -2.9461 4.5491 -0.7293  0.733
C2 -2.8833 4.0463 0.5777  -0.690
C3 -2.1526 2.9070 0.8272  -1.214
N1 -1.4900 2.2488 -0.1325  0.618
C4 -1.5688 2.7347 -1.3681  0.076
Br1 -0.6105 1.6922 -2.6642  -0.097
C5 -2.2555 3.8541 -1.7393  -0.563
H1 -4.0576 6.0752 -0.3607  0.345
H2 -3.4021 4.5392 1.3897  0.400
H3 -2.0886 2.4921 1.8253  0.498
H4 -2.2823 4.2127 -2.7596  0.582
C6 -3.6222 -1.9384 4.1646  -0.641
C7 -2.2435 -1.9561 3.9836  -0.975
C8 -1.7126 -1.7819 2.7151  0.380
C9 -2.5638 -1.6230 1.6220  0.396
C10 -3.9458 -1.5802 1.8080  -0.512
C11 -4.4698 -1.7578 3.0808  -0.736
Ge1 -1.8289 -1.4206 -0.2035  0.386
C12 -3.3343 -1.7391 -1.4980  0.152
C13 -4.0538 -2.9597 -1.4154  -0.143
C14 -5.1747 -3.1462 -2.1974  -0.753
C15 -5.5306 -2.1676 -3.1224  -0.471
C16 -4.8009 -0.9610 -3.2243  -0.480
C17 -3.6774 -0.7693 -2.4494  -0.122
C18 -0.7712 -3.0507 -0.7537  0.534
C19 -0.4553 -3.2272 -2.1002  -0.404
C20 0.3616 -4.2882 -2.4684  -0.650
C21 0.8460 -5.1535 -1.4965  -0.675
C22 0.5253 -4.9674 -0.1564  -0.695
C23 -0.3032 -3.9195 0.2262  -0.309
H5 -4.0337 -2.0581 5.1579  0.435
H6 -1.5841 -2.1053 4.8284  0.473
H7 -0.6369 -1.8022 2.5828  0.413
H8 -4.6179 -1.4276 0.9718  0.432
H9 -5.5426 -1.7500 3.2216  0.454
H10 -3.7489 -3.7391 -0.7274  0.507
H11 -5.7446 -4.0615 -2.1130  0.480
H12 -6.3549 -2.3501 -3.8014  0.460
H13 -5.1148 -0.1848 -3.9106  0.490
H14 -3.1192 0.1516 -2.5423  0.122
H15 -0.8431 -2.5611 -2.8628  0.406
H16 0.5975 -4.4421 -3.5134  0.483
H17 1.4516 -6.0015 -1.7895  0.467
H18 0.9013 -5.6447 0.5996  0.487
H19 -0.5907 -3.8152 1.2647  0.454
C24 4.2963 3.1497 0.2119  -1.475
C25 2.8059 3.1886 0.1348  1.638
C26 2.2079 3.6588 -1.1577  -1.239
C27 2.0823 3.6936 1.3472  -1.454
Si1 2.1722 0.9671 0.1101  0.067
C28 3.2684 0.0298 -1.2730  2.708
C29 2.4566 -1.2344 -1.5840  -2.129
C30 4.6338 -0.3048 -0.6840  -1.544
C31 3.4176 0.8568 -2.5447  -1.967
C32 2.2922 0.3045 1.9919  2.206
C33 3.5874 0.7195 2.6750  -1.703
C34 2.2157 -1.2212 1.8571  -1.786
C35 1.0596 0.8024 2.7531  -1.459
H20 4.6479 4.1807 0.3627  0.552
H21 4.7598 2.7920 -0.7061  0.321
H22 4.6695 2.5808 1.0637  0.312
H23 2.5137 4.7049 -1.2948  0.590
H24 1.1173 3.6408 -1.1294  0.168
H25 2.5639 3.1208 -2.0335  0.289
H26 2.1379 4.7902 1.3238  0.580
H27 2.5327 3.3767 2.2848  0.336
H28 1.0201 3.4365 1.3328  0.192
H29 2.3740 -1.9109 -0.7322  0.295
H30 2.9642 -1.7784 -2.3864  0.708
H31 1.4513 -0.9942 -1.9487  0.217
H32 4.5745 -0.9620 0.1821  0.311
H33 5.1998 0.5871 -0.4126  0.310
H34 5.2170 -0.8322 -1.4460  0.565
H35 2.4522 1.1513 -2.9621  0.285
H36 3.9204 0.2460 -3.3000  0.590
H37 4.0379 1.7398 -2.3972  0.403
H38 4.4662 0.4052 2.1099  0.356
H39 3.6472 0.2363 3.6554  0.544
H40 3.6414 1.7929 2.8493  0.350
H41 3.0974 -1.6473 1.3812  0.320
H42 1.3298 -1.5406 1.2974  0.101
H43 2.1569 -1.6485 2.8624  0.620
H44 1.0802 1.8778 2.9227  0.321
H45 1.0192 0.3164 3.7317  0.511
H46 0.1301 0.5528 2.2222  -0.046

Cartesian forces (eV/Å) of the 3 atoms listed first:
-0.7 1.2 -0.1
0.0 0.1 -0.2
0.2 -0.3 0.2

Properties
HOMO energy (spin up / spin down): -15.9 / -16.4 eV
spin multiplicity: 6
molar mass: 783.78 Da
net charge: +3